Record 1
This record from the Open Molecules 2025 dataset describes a molecular structure, C26H69O9Zn at a distorted geometry. The level of theory is ωB97M-V/def2-TZVPD.

Results
* total charge: +1
* E_tot: -94919.38310 eV
* 2S+1: 1
* energy relative to the best compared isomer or geometry (same formula, charge and spin): 1.264 eV

Each line ends with the Löwdin charge.
Atoms and positions in Å:
1 Zn -18.73 -19.22 15.25  1.073
2 C -15.92 -21.93 13.79  -0.062
3 C -17.40 -21.89 14.22  -0.370
4 O -17.67 -20.92 15.20  -0.347
5 H -15.60 -20.91 13.58  0.051
6 H -15.77 -22.56 12.92  0.070
7 H -15.24 -22.28 14.57  0.075
8 H -17.63 -22.88 14.64  0.092
9 H -17.95 -21.85 13.28  0.092
10 C -19.61 -21.21 10.27  -0.039
11 C -20.44 -19.96 10.50  -0.452
12 C -21.90 -20.33 10.77  -0.041
13 O -19.93 -19.23 11.61  -0.075
14 H -19.83 -21.74 9.35  0.091
15 H -19.80 -21.94 11.07  0.066
16 H -18.55 -20.95 10.37  0.069
17 H -20.37 -19.30 9.64  0.146
18 H -22.34 -20.89 9.94  0.093
19 H -22.50 -19.42 10.90  0.087
20 H -22.04 -20.93 11.67  0.074
21 H -20.36 -19.53 12.42  0.073
22 C -16.39 -18.81 11.60  -0.030
23 C -16.55 -18.16 12.97  -0.401
24 C -16.33 -16.66 13.00  -0.020
25 O -17.91 -18.44 13.44  -0.136
26 H -15.38 -18.63 11.25  0.083
27 H -17.08 -18.46 10.83  0.100
28 H -16.63 -19.87 11.71  0.073
29 H -15.92 -18.67 13.69  0.130
30 H -15.45 -16.47 12.38  0.093
31 H -16.03 -16.30 13.99  0.065
32 H -17.16 -16.02 12.68  0.094
33 H -18.42 -18.71 12.65  0.058
34 C -13.20 -20.05 18.10  -0.040
35 C -14.10 -21.01 17.34  -0.439
36 C -14.77 -22.01 18.26  -0.041
37 O -15.08 -20.20 16.64  -0.096
38 H -13.32 -19.04 17.71  0.068
39 H -12.17 -20.37 18.21  0.087
40 H -13.59 -19.92 19.12  0.080
41 H -13.50 -21.47 16.55  0.137
42 H -14.12 -22.60 18.90  0.094
43 H -15.24 -22.74 17.59  0.073
44 H -15.58 -21.54 18.80  0.082
45 H -15.67 -20.80 16.14  0.046
46 C -17.02 -18.32 18.86  -0.022
47 C -17.07 -17.52 17.55  -0.397
48 C -15.77 -16.72 17.31  -0.023
49 O -17.21 -18.44 16.43  -0.137
50 H -17.64 -19.21 18.78  0.069
51 H -17.27 -17.70 19.71  0.092
52 H -16.00 -18.66 19.03  0.076
53 H -17.91 -16.83 17.55  0.138
54 H -15.86 -16.23 16.34  0.069
55 H -14.92 -17.40 17.30  0.070
56 H -15.57 -15.96 18.06  0.096
57 H -16.40 -18.99 16.45  0.068
58 C -13.93 -21.10 10.10  -0.045
59 C -13.13 -21.29 11.39  -0.468
60 C -12.53 -22.70 11.50  -0.055
61 O -11.99 -20.41 11.38  -0.061
62 H -14.34 -20.09 10.17  0.049
63 H -14.66 -21.90 10.03  0.080
64 H -13.31 -21.02 9.21  0.087
65 H -13.73 -21.13 12.28  0.107
66 H -13.29 -23.48 11.61  0.050
67 H -11.80 -22.81 12.31  0.083
68 H -11.93 -23.02 10.64  0.087
69 H -11.47 -20.64 10.61  0.086
70 C -21.73 -24.02 16.08  -0.050
71 C -21.12 -23.09 15.05  -0.490
72 C -20.55 -23.91 13.89  -0.057
73 O -22.07 -22.19 14.49  -0.039
74 H -22.63 -24.42 15.60  0.093
75 H -22.11 -23.50 16.96  0.081
76 H -21.06 -24.83 16.34  0.080
77 H -20.26 -22.53 15.46  0.110
78 H -20.09 -23.21 13.18  0.048
79 H -21.30 -24.40 13.27  0.090
80 H -19.75 -24.61 14.12  0.082
81 H -21.57 -21.42 14.19  0.054
82 C -18.24 -23.92 17.82  -0.040
83 C -19.04 -22.69 18.25  -0.474
84 C -19.36 -22.67 19.75  -0.038
85 O -18.26 -21.53 18.01  -0.091
86 H -18.90 -24.80 17.75  0.078
87 H -17.43 -24.16 18.51  0.082
88 H -17.80 -23.84 16.83  0.065
89 H -19.98 -22.66 17.68  0.102
90 H -18.43 -22.72 20.31  0.084
91 H -19.98 -23.53 20.00  0.085
92 H -19.92 -21.77 19.97  0.080
93 H -17.72 -21.61 17.22  0.035
94 C -14.61 -27.89 11.47  -0.059
95 C -15.02 -26.57 10.80  -0.494
96 C -15.40 -25.50 11.79  -0.074
97 O -13.91 -26.10 10.03  -0.054
98 H -15.41 -28.29 12.09  0.080
99 H -13.68 -27.80 12.04  0.083
100 H -14.33 -28.59 10.68  0.076
101 H -15.87 -26.79 10.14  0.134
102 H -16.40 -25.65 12.20  0.078
103 H -15.45 -24.54 11.26  0.059
104 H -14.69 -25.34 12.60  0.081
105 H -13.80 -26.71 9.29  0.090

***

Record 2
This record from the Open Molecules 2025 dataset describes 2 unconnected molecules or ions with the total composition C4H7NOS at a distorted geometry. The level of theory is ωB97M-V/def2-TZVPD.

Results
* E_tot: -18632.76993 eV
* 2S+1: 1
* energy relative to the best compared isomer or geometry (same formula, charge and spin): 1.780 eV

Each line ends with the natural charge from an NBO analysis.
Atoms and positions in Å:
1 C 1.49 -1.86 1.73  0.849
2 C -0.18 0.73 -0.46  0.007
3 C -1.45 1.57 -0.56  -0.682
4 C -0.13 -0.46 -1.36  -0.736
5 N 1.16 -1.01 2.52  -0.762
6 O 1.58 -2.89 1.21  -0.511
7 S 1.16 1.00 0.47  -0.060
8 H -1.28 2.38 -1.20  0.244
9 H -1.73 1.90 0.52  0.241
10 H -2.28 1.06 -0.94  0.218
11 H 0.94 -0.41 -1.88  0.273
12 H -1.04 -0.71 -1.89  0.229
13 H 0.27 -1.25 -0.73  0.266
14 H 1.50 -0.05 2.58  0.425

***

Record 3
This record from the Open Molecules 2025 dataset describes 2 unconnected molecules or ions with the total composition C12H13N5O5 at a distorted geometry. The level of theory is ωB97M-V/def2-TZVPD.

Results
* E_tot: -30333.61617 eV
* 2S+1: 1
* energy relative to the best compared isomer or geometry (same formula, charge and spin): 0.168 eV

Each line ends with the natural charge from an NBO analysis.
Atoms and positions in Å:
1 C -1.31 -0.06 0.74  -0.395
2 N -1.83 -1.29 0.24  -0.444
3 C -2.20 -1.21 -1.16  -0.243
4 C -2.87 -2.51 -1.56  -0.073
5 O -2.04 -3.62 -1.21  -0.528
6 C -1.78 -3.69 0.19  -0.073
7 C -1.06 -2.45 0.67  -0.243
8 H -1.17 -0.14 1.82  0.201
9 H -0.34 0.20 0.28  0.139
10 H -2.03 0.74 0.52  0.204
11 H -2.89 -0.36 -1.26  0.205
12 H -1.31 -1.03 -1.81  0.158
13 H -3.85 -2.56 -1.05  0.169
14 H -2.98 -2.57 -2.65  0.196
15 H -2.72 -3.79 0.77  0.169
16 H -1.15 -4.58 0.31  0.197
17 H -0.03 -2.43 0.26  0.160
18 H -1.01 -2.41 1.76  0.205
19 N 3.71 -1.59 1.68  -0.254
20 C 3.23 -0.61 1.25  0.254
21 C 2.62 0.58 0.72  -0.180
22 C 2.34 0.67 -0.66  -0.107
23 C 1.75 1.84 -1.13  0.031
24 N 1.40 2.22 -2.42  0.406
25 O 1.48 1.69 -3.51  -0.334
26 O 0.86 3.55 -2.30  -0.127
27 N 0.85 3.96 -0.99  -0.063
28 C 1.38 2.91 -0.30  0.081
29 C 1.67 2.82 1.10  0.052
30 N 1.33 3.90 2.02  0.495
31 O 0.25 4.49 1.91  -0.326
32 O 2.17 4.17 2.91  -0.358
33 C 2.32 1.67 1.58  -0.109
34 H 2.59 -0.12 -1.37  0.263
35 H 2.59 1.61 2.64  0.270

***

Record 4
This record from the Open Molecules 2025 dataset describes 2 unconnected molecules or ions with the total composition C5H14 at a distorted geometry. The level of theory is ωB97M-V/def2-TZVPD.

Results
* E_tot: -5410.60541 eV
* 2S+1: 1
* energy relative to the best compared isomer or geometry (same formula, charge and spin): 1.444 eV

Each line ends with the natural charge from an NBO analysis.
Atoms and positions in Å:
1 C -0.23 1.26 1.36  -0.396
2 C 1.14 1.92 1.09  -0.610
3 C -0.23 -0.08 2.21  -0.593
4 H -0.46 0.87 0.37  0.187
5 H -1.01 2.04 1.57  0.201
6 H 1.22 2.40 0.09  0.207
7 H 1.35 2.65 1.88  0.202
8 H 0.62 -0.65 2.09  0.200
9 H -1.02 -0.61 1.86  0.203
10 H 1.86 1.08 1.03  0.200
11 H -0.26 0.20 3.32  0.197
12 C -0.86 -0.95 -2.08  -0.613
13 C 0.17 -1.99 -2.38  -0.618
14 H -1.76 -0.96 -2.75  0.208
15 H -1.31 -0.91 -1.16  0.204
16 H -0.39 0.07 -2.23  0.199
17 H 1.16 -1.92 -2.11  0.213
18 H 0.01 -2.29 -3.48  0.211
19 H -0.01 -2.91 -1.69  0.197

***

Record 5
This record from the Open Molecules 2025 dataset describes a molecular structure, C30H39N7OPbS at a distorted geometry. The level of theory is ωB97M-V/def2-TZVPD.

Results
* total charge: +2
* E_tot: -60280.91450 eV
* 2S+1: 1
* energy relative to the best compared isomer or geometry (same formula, charge and spin): 4.170 eV

Each line ends with the Löwdin charge.
Atoms and positions in Å:
1 Pb 2.43 -0.68 0.68  1.195
2 C -3.00 3.03 -4.71  -0.125
3 C -3.14 1.49 -4.50  -0.201
4 N -2.93 1.04 -3.15  -0.096
5 C -3.82 0.04 -2.64  -0.174
6 C -4.87 0.55 -1.70  -0.221
7 C -5.80 -0.20 -0.98  0.005
8 C -6.45 0.45 0.10  -0.004
9 C -6.61 1.84 -0.06  -0.020
10 C -5.81 2.59 -0.92  -0.232
11 C -6.00 4.12 -0.86  -0.101
12 N -4.82 4.92 -1.47  -0.039
13 C -5.10 5.37 -2.77  -0.274
14 C -4.19 4.92 -3.96  -0.175
15 N -3.80 3.64 -3.67  0.103
16 N -4.93 1.88 -1.64  0.083
17 H -3.37 3.35 -5.71  0.147
18 H -1.91 3.23 -4.68  0.154
19 H -2.30 1.09 -5.14  0.132
20 H -4.11 1.11 -4.87  0.127
21 H -2.99 1.76 -2.41  0.101
22 H -3.09 -0.61 -2.12  0.127
23 H -4.09 -0.63 -3.48  0.139
24 H -5.93 -1.28 -1.09  0.125
25 H -6.76 -0.20 0.93  0.128
26 H -7.34 2.50 0.45  0.125
27 H -6.20 4.49 0.19  0.138
28 H -6.95 4.38 -1.39  0.128
29 H -4.78 5.85 -0.87  0.171
30 H -5.04 6.45 -2.91  0.119
31 H -6.04 5.20 -3.24  0.114
32 H -3.35 5.70 -3.96  0.187
33 H -4.69 5.06 -4.91  0.145
34 H -4.19 2.85 -2.94  0.165
35 C -0.05 -5.63 3.75  -0.047
36 C -0.02 -4.28 4.56  -0.185
37 N 0.08 -3.08 3.79  -0.142
38 C -0.90 -2.18 3.68  -0.288
39 C -1.40 -1.38 4.79  -0.080
40 C 1.17 -2.66 2.99  -0.563
41 S 1.20 -0.87 2.83  0.561
42 N 2.22 -3.45 2.98  0.150
43 C 3.26 -3.34 2.18  -0.434
44 O 3.38 -2.75 1.05  -0.271
45 C 4.29 -4.35 2.56  -0.161
46 C 4.47 -5.01 3.75  -0.029
47 C 4.82 -6.36 3.71  -0.081
48 C 4.98 -7.09 2.56  -0.056
49 C 5.10 -6.29 1.41  -0.063
50 C 4.91 -4.92 1.44  -0.028
51 H 1.03 -5.93 3.86  0.076
52 H -0.28 -5.53 2.70  0.063
53 H -0.63 -6.47 4.22  0.088
54 H 0.80 -4.24 5.31  0.134
55 H -0.89 -4.15 5.24  0.128
56 H 6.51 0.20 1.58  0.069
57 H -1.35 -2.08 2.69  0.113
58 H -0.58 -0.68 5.14  0.092
59 H -1.59 -1.89 5.71  0.070
60 H -2.21 -0.77 4.45  0.078
61 H 4.20 -4.56 4.67  0.104
62 H 5.00 -6.86 4.72  0.135
63 H 4.99 -8.16 2.54  0.110
64 H 5.41 -6.77 0.46  0.120
65 H 5.15 -4.33 0.52  0.132
66 N 3.35 2.15 0.04  0.065
67 C 4.35 2.73 -0.23  -0.132
68 C 5.54 3.14 -0.88  -0.250
69 C 6.64 2.29 -0.82  -0.028
70 C 7.61 2.34 -1.86  -0.073
71 C 7.57 3.32 -2.81  -0.065
72 C 6.48 4.28 -2.82  -0.035
73 C 5.57 4.21 -1.77  -0.047
74 H 6.69 1.47 -0.12  0.009
75 H 8.42 1.60 -1.95  0.119
76 H 8.40 3.34 -3.58  0.131
77 H 6.45 4.95 -3.70  0.123
78 H 4.79 4.96 -1.80  0.118
79 H 7.03 -0.22 0.86  0.074